This record from the OMol25 dataset describes a cluster of 6 separate species, C38H35N8O12 in total at a distorted geometry. The level of theory is the ωB97M-V functional and the def2-TZVPD basis.

Positions of all 93 atoms, in Å:
C1 2.22159 7.33736 3.12647
C2 1.25207 6.40919 2.12787
O1 -0.08186 6.67243 2.04117
N1 1.95366 5.28068 1.40552
C3 1.09939 4.63440 0.34066
C4 1.58943 4.84644 -1.23895
O2 -0.03006 3.94700 0.52065
C5 2.35459 4.26242 2.49821
C6 3.95676 3.95305 2.54579
C7 4.27768 2.88459 3.79870
C8 2.89463 2.48890 4.57148
N2 1.49077 2.91259 4.31215
N3 1.22210 3.79531 3.31698
H1 2.46812 8.36304 2.59701
H2 1.78368 7.44548 4.20625
H3 3.27638 6.79414 3.25628
H4 2.24379 5.84163 -1.31671
H5 0.61443 5.08106 -1.88065
H6 2.12776 3.90345 -1.68404
H7 4.79072 4.39449 1.85452
H8 5.36691 2.52555 4.07007
H9 3.03261 1.73580 5.48883
H10 0.68270 2.54102 4.89428
C9 0.22705 -1.10088 9.55209
C10 0.45839 0.11244 10.20207
C11 1.53727 0.91415 9.82432
C12 2.37928 0.49130 8.78655
C13 2.15388 -0.72992 8.13750
C14 1.07338 -1.52445 8.52597
N4 3.50005 1.34155 8.36770
O3 3.67764 2.40566 8.97914
O4 4.20165 0.94897 7.42448
H11 -0.61877 -1.71991 9.84634
H12 -0.20476 0.43505 11.00188
H13 1.70400 1.85698 10.34067
H14 2.80235 -1.07258 7.33387
H15 0.88822 -2.47272 8.02622
C15 -1.17932 1.99903 -1.41824
C16 -0.99201 1.76415 -2.78129
C17 -2.09531 1.62016 -3.62472
C18 -3.38765 1.71821 -3.09085
C19 -3.57860 1.94628 -1.72155
C20 -2.46749 2.08576 -0.88749
N5 -4.55141 1.59313 -3.97657
O5 -4.34126 1.37287 -5.17866
O6 -5.67673 1.71901 -3.47274
H16 -0.31594 2.11624 -0.76552
H17 0.01505 1.69634 -3.18722
H18 -1.93255 1.43755 -4.68468
H19 -4.57598 2.01967 -1.29308
H20 -2.60527 2.26606 0.17635
C21 -0.65148 -3.95999 -1.60660
C22 -0.77445 -2.69091 -2.17447
C23 0.14740 -1.69081 -1.85917
C24 1.19595 -1.97520 -0.97349
C25 1.31732 -3.24612 -0.39600
C26 0.38767 -4.23735 -0.71675
N6 2.18292 -0.93563 -0.65782
O7 2.03032 0.18146 -1.17409
O8 3.11413 -1.23543 0.10311
H21 -1.36943 -4.73819 -1.85986
H22 -1.58790 -2.48198 -2.86598
H23 0.03781 -0.70697 -2.31016
H24 2.12332 -3.47904 0.29672
H25 0.47507 -5.22799 -0.27604
C27 -5.20002 1.79420 -7.97025
C28 -5.01271 1.55932 -9.33329
C29 -6.11601 1.41533 -10.17673
C30 -7.40835 1.51338 -9.64286
C31 -7.59930 1.74145 -8.27355
C32 -6.48819 1.88094 -7.43950
N7 -8.57211 1.38830 -10.52857
O9 -8.36196 1.16804 -11.73067
O10 -9.69743 1.51418 -10.02474
H26 -4.33664 1.91141 -7.31753
H27 -4.00565 1.49152 -9.73923
H28 -5.95325 1.23272 -11.23669
H29 -8.59668 1.81484 -7.84509
H30 -6.62597 2.06124 -6.37566
C33 4.93667 -9.63095 -0.32912
C34 3.72910 -10.21446 0.05745
C35 2.65787 -9.41042 0.45162
C36 2.80613 -8.01658 0.45052
C37 4.01978 -7.42842 0.07028
C38 5.08491 -8.24295 -0.31922
N8 1.67559 -7.16505 0.83943
O11 0.62468 -7.72376 1.18748
O12 1.83515 -5.93685 0.79352
H31 5.76728 -10.26180 -0.64107
H32 3.62175 -11.29702 0.04852
H33 1.72335 -9.88052 0.75000
H34 4.15020 -6.34826 0.06950
H35 6.03012 -7.79583 -0.61905

Its net charge is +1. For the LUMO energy, the calculation gives -5.842 eV. The value obtained for the gap between HOMO and LUMO is 4.804 eV. For the highest occupied orbital energy, the calculation gives -10.65 eV. The calculation puts the total energy at -76433.595 eV.

These are the Mulliken partial charges, in e, on atoms 1 to 6: -0.7615, 0.5361, -0.4868, 0.2165, 0.3072, -0.8213